{
  "formula": "H6O3",
  "method": "ωB97M-V/def2-TZVPD",
  "e_lumo_ev": 0.5,
  "e_tot_ev": -6239.5326,
  "orbital_gap_ev": 11.40,
  "homo_ev": -10.87,
  "species": ["O", "O", "O", "H", "H", "H", "H", "H", "H"],
  "xyz": [[2.31371, -1.09564, -0.48140], [-0.56961, -0.45697, -0.75866], [-1.51856, 0.95809, 1.34894], [2.90611, -0.57696, -1.06099], [1.53099, -0.69119, -0.82719], [-0.99052, -1.26071, -0.93225], [-0.96114, 0.16753, -0.05697], [-0.78510, 1.17937, 1.83318], [-1.92589, 1.77649, 0.93533]],
  "forces_ev_per_angstrom": [[1.4, 0.7, -0.8], [1.4, 3.3, 0.7], [-3.8, 0.4, -2.8], [0.5, -0.7, 0.6], [-2.0, -0.1, 0.3], [-1.4, -1.5, 0.2], [0.2, -2.1, -1.1], [2.8, 1.2, 1.8], [1.0, -1.3, 1.1]],
  "nbo_charge": [-0.94, -1.02, -0.93, 0.45, 0.48, 0.48, 0.51, 0.48, 0.49]
}

***

{
  "formula": "H6O5Si2",
  "method": "ωB97M-V/def2-TZVPD",
  "e_lumo_ev": [0.3, -3.2],
  "e_tot_ev": -26090.6681,
  "orbital_gap_ev": [4.15, 8.92],
  "multiplicity": 3,
  "homo_ev": [-3.87, -12.15],
  "s_squared": 2.002,
  "species": ["Si", "Si", "O", "O", "O", "O", "O", "H", "H", "H", "H", "H", "H"],
  "xyz": [[0.61349, -0.31323, -1.01722], [-0.15351, 0.48335, 1.51810], [0.63097, 1.08929, -1.87578], [2.10741, -1.10766, -1.10333], [-0.46125, -1.28922, -1.59751], [-1.40376, -0.49350, 2.05210], [-0.73904, 1.97537, 1.23742], [-0.24910, 1.22125, -2.25763], [1.02567, 0.44413, 2.30393], [-1.29116, -1.44301, 2.05640], [-0.74922, -2.11967, -1.09541], [-1.55562, 2.16531, 1.76746], [2.85690, -0.59983, -0.60186]],
  "forces_ev_per_angstrom": [[3.5, 0.7, 0.9], [-0.9, -2.0, -0.7], [-0.6, -0.5, 0.1], [0.7, 2.4, 2.0], [-2.4, -2.7, 0.1], [-0.1, 1.9, -0.2], [-1.2, 0.3, 1.0], [0.1, 0.4, -0.1], [1.2, 0.0, 0.2], [0.4, -0.6, -0.1], [0.7, 1.7, -0.8], [0.8, -0.1, -0.9], [-2.0, -1.4, -1.5]],
  "lowdin_spin": [0.42, 0.56, 0.13, 0.14, 0.16, 0.23, 0.12, 0.01, 0.13, 0.06, 0.04, 0.01, 0.01]
}

***

{
  "formula": "H6S2Si2",
  "method": "ωB97M-V/def2-TZVPD",
  "e_lumo_ev": 0.3,
  "e_tot_ev": -37522.2864,
  "orbital_gap_ev": 8.98,
  "homo_ev": -8.66,
  "species": ["S", "S", "Si", "Si", "H", "H", "H", "H", "H", "H"],
  "xyz": [[-0.54607, -1.17745, -0.40454], [0.95916, -0.66825, 0.92837], [2.26859, 0.23858, -0.45472], [-2.28683, -0.01426, 0.35535], [3.51830, -0.06352, 0.20866], [1.93970, 1.61881, -0.62552], [-1.84789, 1.01786, 1.12763], [-2.87385, -0.93598, 1.38453], [-2.87287, 0.52332, -0.76150], [1.74176, -0.53910, -1.75825]],
  "forces_ev_per_angstrom": [[-0.8, 0.4, 0.1], [-0.5, -0.4, 0.8], [-1.5, -1.7, -1.6], [1.7, -3.3, 1.1], [0.8, 0.1, -0.2], [0.1, 1.0, -0.1], [1.1, 2.2, 1.4], [-0.6, 0.2, -0.7], [-1.6, 0.5, -1.9], [1.3, 0.9, 1.2]],
  "nbo_charge": [-0.33, -0.31, 0.75, 0.81, -0.15, -0.17, -0.18, -0.14, -0.16, -0.12]
}

***

{
  "formula": "H74O37",
  "method": "ωB97M-V/def2-TZVPD",
  "e_lumo_ev": -2.3,
  "e_tot_ev": -76961.9563,
  "orbital_gap_ev": 6.96,
  "homo_ev": -9.22,
  "species": ["O", "O", "O", "O", "O", "O", "O", "O", "O", "O", "O", "O", "O", "O", "O", "O", "O", "O", "O", "O", "O", "O", "O", "O", "O", "O", "O", "O", "O", "O", "O", "O", "O", "O", "O", "O", "O", "H", "H", "H", "H", "H", "H", "H", "H", "H", "H", "H", "H", "H", "H", "H", "H", "H", "H", "H", "H", "H", "H", "H", "H", "H", "H", "H", "H", "H", "H", "H", "H", "H", "H", "H", "H", "H", "H", "H", "H", "H", "H", "H", "H", "H", "H", "H", "H", "H", "H", "H", "H", "H", "H", "H", "H", "H", "H", "H", "H", "H", "H", "H", "H", "H", "H", "H", "H", "H", "H", "H", "H", "H", "H"],
  "xyz": [[11.62340, 19.30579, 3.99420], [16.23008, 18.97677, -1.07379], [10.75023, 23.38320, 0.45435], [12.98339, 16.27903, 3.63760], [16.88237, 18.95678, 1.68173], [10.41088, 19.94745, -1.94338], [15.00211, 13.40425, -2.36985], [14.27487, 15.06240, -0.15704], [10.34452, 15.10732, -2.55390], [12.55819, 17.97059, -1.19998], [10.12078, 16.72863, 3.71240], [17.82868, 15.83679, 0.06450], [15.62684, 21.32271, 0.89044], [8.01815, 17.07243, -0.95256], [12.85366, 20.22443, 0.34476], [13.11310, 16.80347, -3.98098], [10.00421, 22.56688, -2.13742], [16.56297, 22.60386, -1.78517], [13.27269, 19.72841, -4.06546], [9.95984, 18.56302, 0.55300], [7.66232, 19.76790, -0.55040], [14.57381, 22.29964, -4.81683], [11.75783, 13.23496, -3.93527], [13.15441, 23.63558, -1.02570], [12.39670, 12.91950, -1.31933], [10.54356, 20.98764, 2.03632], [11.10877, 15.22597, 0.04218], [17.04910, 15.24165, -3.69122], [15.40922, 16.33726, 1.92071], [14.16422, 14.19774, -4.77206], [16.22368, 20.49926, -5.44562], [15.63205, 17.71914, -5.08952], [11.00545, 17.59842, -5.97361], [13.90395, 19.43230, 2.77951], [9.28148, 18.85822, -4.28145], [14.25902, 20.79275, -1.91749], [15.09329, 16.75075, -1.99400], [13.92938, 15.10564, -4.96390], [11.83753, 13.51797, -0.82395], [11.68070, 23.27529, 0.25731], [13.11684, 17.01759, 4.23170], [16.03555, 19.67654, -4.99398], [13.97965, 20.22223, -2.63351], [15.29402, 21.53297, 0.01794], [14.64965, 15.45480, 0.63150], [13.81463, 20.44351, -1.14498], [9.60960, 17.94886, -0.09227], [9.86013, 16.74588, 4.63327], [13.74844, 16.59719, -3.29540], [13.11950, 19.52250, 3.32056], [11.37393, 14.10188, -3.80378], [12.48326, 20.18226, -4.36052], [10.78676, 20.95787, 2.96163], [7.81668, 16.28477, -0.44736], [17.88128, 15.04259, -3.26216], [8.01993, 16.77920, -1.86374], [9.79308, 21.63904, -2.03363], [9.95309, 18.44456, -4.82372], [10.95615, 18.65314, 3.78195], [14.73509, 17.41179, -5.22074], [14.46378, 18.82824, 3.26731], [8.13545, 19.97964, 0.25431], [11.24460, 16.06887, 0.47497], [12.28108, 16.89661, -3.51699], [11.95427, 17.49117, -5.90676], [13.87045, 21.75838, -4.45829], [14.79334, 13.67549, -3.26376], [16.54578, 19.13941, -0.18490], [9.67695, 14.46559, -2.31149], [16.49232, 19.75374, -1.56752], [13.16775, 18.83216, -4.38475], [13.39683, 19.95436, 1.08520], [16.02634, 17.06807, -4.50910], [14.84160, 21.21017, 1.42614], [17.51508, 16.73724, -0.01962], [18.64286, 15.81824, -0.43850], [14.20671, 13.58998, -1.87076], [13.51395, 13.67693, -5.24339], [7.70717, 18.81369, -0.61116], [14.82800, 16.41126, 2.67764], [13.49514, 18.13469, -1.30688], [17.61432, 19.34296, 2.16273], [10.50916, 22.58254, 0.92025], [17.34756, 22.47446, -2.31800], [11.20070, 19.46967, -1.69011], [15.24698, 21.67320, -5.08264], [15.49886, 17.47827, -1.52236], [10.89640, 14.62221, 0.75393], [10.13791, 22.88395, -1.24421], [9.76254, 19.21701, -3.53574], [16.30849, 19.69674, 1.48335], [16.78498, 20.24754, -6.17898], [9.65974, 18.22268, 1.39582], [13.76426, 14.31920, 0.16417], [9.96264, 20.23636, 1.91658], [15.87837, 22.11687, -2.24385], [12.58059, 12.20383, -0.71087], [12.08073, 12.98179, -3.07047], [12.09626, 16.40048, 3.29923], [10.68682, 16.74265, -6.26059], [11.95486, 20.13920, 0.66276], [9.29943, 16.81679, 3.22882], [14.90535, 16.10080, -1.31689], [13.29777, 22.74489, -1.34561], [9.73519, 19.62837, -1.34516], [10.71645, 15.39351, -1.71963], [16.38258, 14.95346, -3.06757], [12.00244, 19.00202, 4.81899], [12.37317, 18.21741, -0.29385], [13.04766, 24.16109, -1.81859], [15.79269, 17.20921, 1.82644]],
  "forces_ev_per_angstrom": [[-0.2, 0.3, 0.5], [0.2, -0.4, 0.1], [-0.6, 0.2, 0.3], [0.4, -0.2, 0.1], [0.0, -1.0, 0.2], [-0.1, -0.4, -0.1], [0.8, -0.3, 0.6], [-0.7, -0.4, 0.0], [-0.4, 0.5, -0.5], [-1.0, -0.5, -0.2], [0.2, 0.4, -0.4], [0.0, -0.2, 0.2], [0.3, -0.4, 0.6], [0.3, -0.2, 0.4], [0.1, 0.1, -0.2], [-0.5, 0.2, -1.1], [-0.3, 0.4, -0.7], [0.3, -0.1, 0.5], [-0.2, 0.0, -0.3], [0.8, 0.1, 0.8], [-0.1, 0.6, -0.1], [-0.8, 1.2, 0.5], [-0.3, -0.6, -1.1], [0.1, 0.1, 0.6], [0.0, -0.1, 0.6], [-0.1, -0.1, -0.2], [-0.3, -0.2, 0.3], [0.3, 0.3, -0.6], [0.0, -0.2, 0.1], [0.7, 0.1, -0.7], [0.9, -0.1, -0.2], [0.1, 0.5, -0.3], [0.1, 0.1, -0.2], [0.9, 0.1, -0.2], [-0.6, -0.1, 0.1], [0.6, 0.9, 0.5], [-0.4, 0.0, -0.7], [-0.1, 0.3, 0.1], [-0.2, 0.5, -0.1], [0.7, 0.3, -0.5], [0.0, 0.1, 0.2], [-0.3, -0.8, 0.1], [-0.2, -0.2, -0.8], [0.1, 0.3, -0.7], [0.6, 0.5, 0.7], [-0.3, -0.1, 0.4], [-0.5, -0.5, -0.7], [-0.1, -0.2, 0.5], [0.9, 0.1, 0.9], [-0.6, 0.1, -0.1], [-0.1, 0.2, 0.2], [-0.4, 0.3, 0.0], [0.2, 0.2, 0.3], [-0.2, -0.2, 0.1], [0.1, 0.0, 0.1], [0.2, 0.1, -0.7], [0.2, 0.0, -0.2], [0.2, -0.2, -0.4], [-0.2, -0.5, -0.2], [-0.2, 0.0, 0.0], [0.5, -0.1, -0.2], [0.0, 0.2, 0.1], [0.5, 0.4, -0.1], [-0.4, 0.0, 0.2], [0.3, -0.1, 0.1], [0.0, 0.0, 0.0], [-0.4, 0.0, -0.8], [0.3, 0.0, 0.3], [-0.1, -0.3, -0.1], [-0.2, 0.3, -0.3], [0.2, -0.6, 0.1], [0.2, -0.3, 0.5], [0.5, -0.5, 0.4], [-0.3, 0.3, 0.3], [-0.1, 0.3, -0.1], [0.2, 0.0, -0.2], [0.0, 0.1, 0.0], [-0.4, -0.3, 0.2], [-0.3, -0.4, -0.1], [-0.4, -0.2, 0.2], [0.6, -0.2, -0.2], [0.3, 0.0, 0.1], [-0.1, -0.2, 0.3], [0.2, 0.1, -0.2], [0.8, -0.3, 0.0], [0.3, -0.3, -0.3], [0.6, 0.7, -0.2], [-0.2, -0.2, 0.3], [0.2, 0.4, 0.5], [0.1, 0.4, 0.5], [-0.5, 1.1, -0.1], [0.1, 0.0, -0.2], [-0.1, -0.2, 0.2], [0.0, -0.2, -0.2], [-0.2, 0.0, -0.2], [-0.6, -0.1, -0.4], [0.2, -0.5, 0.0], [0.2, -0.1, 0.2], [-0.3, 0.0, -0.1], [-0.2, -0.2, -0.1], [-0.5, 0.4, 0.1], [-0.4, -0.2, -0.1], [-0.3, -0.8, 0.2], [0.2, -0.5, -0.4], [-0.6, 0.1, 0.1], [0.2, 0.1, 0.3], [-0.4, -0.2, 0.5], [-0.1, 0.1, 0.6], [0.1, 0.3, 0.2], [-0.1, 0.1, -0.2], [0.6, 0.5, -0.2]],
  "mulliken_charge": [-0.67, -0.67, -0.73, -0.60, -0.58, -0.23, -0.68, -0.45, -0.59, 0.88, -0.56, -0.59, -0.82, -0.60, 0.15, 0.45, -0.69, -0.65, -0.26, -0.04, -0.66, -0.72, -0.71, -0.71, -0.56, -0.60, -0.48, -0.63, -0.55, -0.67, -0.64, -0.68, -0.67, -0.56, -0.67, 1.03, 0.08, 0.20, 0.25, 0.36, 0.24, 0.34, -0.23, 0.26, 0.18, -0.13, 0.06, 0.28, -0.12, 0.33, 0.36, 0.28, 0.22, 0.25, 0.25, 0.27, 0.24, 0.44, 0.32, 0.24, 0.17, 0.34, 0.07, -0.15, 0.25, 0.24, 0.47, 0.29, 0.26, 0.17, -0.14, -0.02, 0.29, 0.27, 0.26, 0.25, 0.25, 0.27, 0.38, 0.24, -0.42, 0.25, 0.35, 0.30, -0.03, 0.48, -0.20, 0.24, 0.45, 0.34, 0.42, 0.28, 0.10, 0.25, 0.19, 0.26, 0.31, 0.40, 0.27, 0.29, 0.03, 0.27, 0.46, 0.28, 0.40, 0.27, 0.31, 0.32, -0.16, 0.31, 0.27]
}